2 unconnected molecules or ions with the total composition C2H3INOS in a non-equilibrium geometry, computed with ωB97M-V with the def2-TZVPD basis set.

Geometry as XYZ:
```
9
Properties=species:S:1:pos:R:3:lowdin_charge:R:1
I 3.5621 2.0496 -4.5647 0.308
S -1.6517 0.4524 -1.1516 1.132
O -0.9485 -0.3838 -2.0755 -0.364
N -0.9365 -0.9802 2.6910 0.187
C -1.2103 -0.6081 1.5023 -0.115
C -1.4711 -0.1914 0.3584 -0.228
H 4.1642 1.3624 -3.1636 -0.307
H -1.5914 -0.5916 3.4199 0.184
H 0.0832 -1.1092 2.9838 0.202
```

## Properties
**HOMO**: -11.956 eV
**LUMO energy**: -0.28319 Ha
**Charge**: +1
**E_tot**: -903.4689 Eh
**HOMO-LUMO gap**: 4.250 eV



C4H5NO2 in the gas phase in a non-equilibrium geometry, computed with ωB97M-V with the def2-TZVPD basis set.

Geometry as XYZ:
```
12
Properties=species:S:1:pos:R:3:lowdin_charge:R:1
O 2.7118 -0.5202 0.2688 0.115
O 0.3953 -0.7558 0.1929 0.126
N -0.2554 1.2866 -0.3448 0.119
C 1.5033 0.0159 0.0687 -0.371
C -0.6426 0.0893 -0.0689 -0.407
C -2.0275 -0.4265 0.0005 0.000
C 1.1125 1.2780 -0.2584 -0.067
H 1.7004 2.1505 -0.4377 0.106
H 2.6154 -1.4526 0.5040 0.126
H -2.3807 -0.4097 1.0331 0.085
H -2.0549 -1.4548 -0.3546 0.083
H -2.6776 0.1992 -0.6036 0.086
```

## Properties
**HOMO**: -8.341 eV
**LUMO energy**: 0.02220 Ha
**E_tot**: -360.6444 Eh
**HOMO-LUMO gap**: 8.945 eV



A molecular structure, C18H20N3OPtSb, computed with ωB97M-V with the def2-TZVPD basis set.

Geometry as XYZ:
```
44
Properties=species:S:1:pos:R:3:lowdin_charge:R:1
Pt -0.0038 0.0001 0.8032 1.189
Sb -0.0350 0.0000 -2.8331 1.593
O -0.0818 0.0003 3.3171 -0.102
N -0.9338 -1.6162 -0.3222 -0.071
N 1.8482 -0.0001 -0.3421 -0.072
N -0.9339 1.6163 -0.3222 -0.071
C 2.9941 -0.0003 -2.4155 -0.094
C -0.9462 1.5999 -1.6580 -0.422
C -0.9462 -1.5998 -1.6579 -0.422
C -2.1079 -3.6739 -0.3082 0.018
C -1.5426 2.6221 -2.3789 -0.093
C -1.4965 2.6284 0.3676 -0.298
C 1.8209 -0.0001 -1.6782 -0.422
C -1.4248 -2.5781 1.8612 -0.032
C -2.1082 3.6740 -0.3083 0.018
C -1.4253 2.5783 1.8611 -0.032
C 4.2178 -0.0004 -0.3624 0.018
C -1.4962 -2.6283 0.3677 -0.298
C -1.5426 -2.6219 -2.3790 -0.093
C -2.1337 3.6731 -1.6913 -0.003
C 2.9587 -0.0002 1.8259 -0.031
C -2.1336 -3.6729 -1.6911 -0.003
C 4.2101 -0.0004 -1.7455 -0.004
C 3.0158 -0.0002 0.3308 -0.300
H 5.1484 -0.0005 0.1873 0.133
H -0.0026 0.7751 3.8896 0.078
H -1.9242 3.4342 2.3087 0.100
H 2.9568 -0.0003 -3.4964 0.101
H -2.6057 -4.4818 -2.2334 0.132
H -2.6057 4.4821 -2.2335 0.132
H -1.9071 1.6704 2.2338 0.079
H 5.1380 -0.0005 -2.3025 0.132
H -0.3787 -2.5899 2.1823 0.081
H 2.4347 -0.8903 2.1830 0.078
H -2.5577 -4.4809 0.2530 0.133
H 3.9565 -0.0004 2.2575 0.098
H -1.9068 -1.6703 2.2339 0.079
H -1.9237 -3.4340 2.3090 0.100
H -1.5457 -2.5966 -3.4602 0.101
H -0.3791 2.5902 2.1822 0.081
H -1.5456 2.5968 -3.4602 0.101
H 2.4350 0.8901 2.1830 0.078
H -2.5581 4.4810 0.2527 0.133
H -0.0026 -0.7744 3.8897 0.078
```

## Properties
**Spin multiplicity**: 3
**HOMO (alpha / beta)**: -15.356 / -15.749 eV
**LUMO energy (alpha / beta)**: -0.21773 / -0.28606 Ha
**⟨S²⟩**: 2.0040
**Charge**: +2
**E_tot**: -1296.3984 Eh
**HOMO-LUMO gap (alpha / beta)**: 9.432 / 7.965 eV



Energy above the lowest of the compared OMol25 structures with the same formula, charge and spin list, top to bottom, in kJ/mol: 78.6, 65.6, 0.0